# C47H71BMoN5OP2Te2

A molecular structure, C47H71BMoN5OP2Te2 (ωB97M-V with the def2-TZVPD basis set, OMol25).

Results
<S²> ... 2.4928
HOMO energy (alpha / beta) ... -9.5998 / -9.6379 eV
Calculated total energy ... -95082.6654 eV
Relative energy (zero: lowest compared OMol25 entry of this formula, charge and spin) ... 2.59 kcal per mole

Geometry as ORCA input:
```
! wB97M-V def2-TZVPD RIJCOSX def2/J DEFGRID3
* xyz 1 3
Mo 1.470 0.053 -0.862
O 4.263 -2.813 -0.226
C 3.537 -1.844 -0.077
N 2.191 -1.793 -0.200
C 1.505 -3.035 -0.467
C 0.270 -2.790 -1.274
C -0.519 -3.859 -1.679
C -1.674 -3.618 -2.397
C -2.018 -2.304 -2.682
C -1.187 -1.296 -2.242
N -0.056 -1.518 -1.563
C 4.109 -0.524 0.377
C 5.337 -0.488 1.012
C 5.756 0.705 1.579
C 4.923 1.811 1.501
C 3.725 1.702 0.815
N 3.332 0.564 0.236
H 1.192 -3.494 0.481
H 2.164 -3.749 -0.967
H -0.215 -4.865 -1.423
H -2.300 -4.437 -2.725
H -2.913 -2.056 -3.232
H -1.417 -0.261 -2.420
H 5.916 -1.400 1.063
H 6.705 0.765 2.095
H 5.187 2.755 1.956
H 3.050 2.542 0.731
C -5.365 2.584 -0.874
C -4.530 1.336 -1.173
C -3.799 1.613 -2.502
C -5.478 0.154 -1.419
P -3.282 0.741 0.130
C -2.133 2.179 0.468
N -1.195 2.545 -0.587
B -0.070 1.831 -1.197
N 0.245 2.672 -2.356
C 1.149 2.475 -3.457
P 2.291 1.074 -3.113
C 3.943 1.953 -3.168
C 5.058 0.979 -2.782
C 3.822 3.092 -2.136
C 4.293 2.606 -4.516
C 2.139 -0.186 -4.494
C 2.593 -1.535 -3.917
C 2.958 0.086 -5.756
C 0.659 -0.257 -4.898
C -0.548 3.809 -2.364
C -0.579 4.873 -3.255
C -1.463 5.914 -3.000
C -2.285 5.884 -1.881
C -2.266 4.811 -0.999
C -1.399 3.756 -1.253
C -4.175 0.680 1.802
C -3.104 0.664 2.905
C -4.909 -0.665 1.881
C -5.154 1.809 2.139
H -5.862 2.901 -1.796
H -4.752 3.421 -0.537
H -6.144 2.403 -0.138
H -4.527 1.542 -3.315
H -2.994 0.912 -2.714
H -3.383 2.615 -2.533
H -6.151 0.401 -2.243
H -6.098 -0.073 -0.551
H -4.926 -0.749 -1.683
H -1.585 1.903 1.368
H -2.700 3.061 0.761
H 1.756 3.371 -3.609
H 0.606 2.313 -4.393
H 4.920 0.567 -1.782
H 6.016 1.504 -2.797
H 5.131 0.148 -3.485
H 3.089 2.880 -1.361
H 3.513 4.022 -2.615
H 4.789 3.270 -1.663
H 4.726 1.906 -5.224
H 5.037 3.385 -4.333
H 3.435 3.088 -4.989
H 3.659 -1.538 -3.683
H 2.413 -2.320 -4.656
H 2.047 -1.801 -3.014
H 4.030 0.037 -5.573
H 2.719 1.047 -6.211
H 2.720 -0.692 -6.487
H -0.016 -0.118 -4.054
H 0.449 -1.235 -5.336
H 0.418 0.501 -5.645
H 0.064 4.895 -4.125
H -1.503 6.758 -3.675
H -2.957 6.710 -1.689
H -2.928 4.820 -0.144
H -2.300 -0.040 2.689
H -3.574 0.336 3.836
H -2.685 1.656 3.089
H -4.212 -1.499 1.785
H -5.676 -0.769 1.113
H -5.407 -0.747 2.851
H -4.746 2.800 1.932
H -5.380 1.766 3.208
H -6.099 1.709 1.611
C 0.439 -5.768 8.338
C 0.067 -5.132 7.030
C -1.086 -4.368 6.906
C -1.439 -3.758 5.710
C -2.701 -2.944 5.672
C -0.607 -3.925 4.583
Te -1.122 -3.010 2.779
C 0.569 -4.701 4.694
C 1.513 -4.916 3.544
C 0.879 -5.286 5.912
H -0.380 -5.711 9.053
H 1.304 -5.266 8.777
H 0.706 -6.816 8.203
H -1.730 -4.246 7.769
H -3.168 -2.932 6.655
H -3.420 -3.346 4.956
H -2.502 -1.913 5.371
H 0.990 -5.203 2.632
H 2.236 -5.693 3.788
H 2.069 -4.002 3.316
H 1.777 -5.889 5.991
C 0.473 1.967 2.542
Te 0.363 0.006 1.699
C 1.959 -0.725 2.903
H 1.465 2.080 2.975
H -0.282 2.068 3.317
H 0.319 2.698 1.751
H 1.589 -0.824 3.922
H 2.799 -0.034 2.866
H 2.238 -1.704 2.522
*
```